1.
C28H46BN6RbS3 | ωB97M-V with the def2-TZVPD basis set

```
85
Properties=species:S:1:pos:R:3:forces:R:3:mulliken_charge:R:1
Rb -3.2872 0.8333 1.8433 -0.1 -0.1 0.1 0.68
C -3.8721 2.2581 -3.1620 -0.7 -0.8 -1.0 -1.50
C -3.7936 0.9777 -2.3069 -1.2 -0.3 -2.3 0.27
C -4.8521 -0.0679 -2.7539 1.7 -1.2 -1.1 -1.43
C -2.4368 0.3800 -2.3744 0.8 1.2 1.8 0.02
C -1.6007 0.0412 -3.4203 -0.2 -1.2 -2.2 -0.44
C -0.4352 -0.4338 -2.8231 0.4 0.6 -0.9 0.16
C 0.7735 -0.9409 -3.5744 -0.7 0.3 1.1 -0.01
C 1.9933 -0.0627 -3.3461 0.3 -0.7 -0.3 -1.37
C 1.0623 -2.4118 -3.2606 -1.1 -0.4 -0.4 -1.42
N -0.5304 -0.2178 -1.5070 0.1 -0.4 1.0 1.34
N -1.7469 0.3015 -1.2381 -0.4 -0.4 1.1 -0.70
B 0.5380 -0.5931 -0.3410 -0.9 0.7 -0.1 0.78
N 1.6042 0.5529 -0.2528 1.0 -1.9 0.8 1.59
N 1.4052 1.8016 -0.6520 -0.3 0.2 -0.9 -1.07
C 2.5767 2.4037 -0.6710 0.3 -2.0 1.0 -0.01
C 3.5805 1.5404 -0.1503 -1.1 -0.3 -0.5 -0.90
C 2.9381 0.3379 0.0673 -1.0 0.5 0.4 -0.07
C 3.5425 -0.9182 0.6554 -0.2 -0.3 0.4 0.30
C 3.7451 -2.0267 -0.4145 0.4 0.2 0.9 -1.24
C 2.8747 -1.4501 1.9842 1.2 1.0 -0.7 -1.46
C 2.7406 3.7503 -1.1533 1.7 2.2 -1.2 0.50
C 1.7771 4.0919 -2.2853 -0.8 -1.3 0.5 -1.42
C 2.6439 4.7468 -0.0362 1.0 -1.2 2.0 -1.48
N -0.1282 -0.8706 1.0544 0.6 1.1 0.1 1.75
N -0.1562 0.1204 1.9983 -0.9 -0.8 1.1 -0.71
C -0.5992 -0.4750 3.1470 0.6 1.8 -0.5 -1.40
C -0.8278 -1.8264 2.9238 0.7 -0.2 0.1 0.01
C -0.4583 -2.0396 1.6261 -0.8 -0.3 -1.2 -0.34
C -0.6530 -3.3466 0.9329 0.5 -0.6 0.2 0.19
C 0.6467 -4.0907 0.6285 0.5 0.0 -0.1 -1.59
C -1.4641 -3.3254 -0.3511 0.0 -1.2 -0.4 -1.55
C -0.8599 0.3389 4.4193 0.0 -0.1 -0.5 1.36
C -0.4090 -0.4042 5.6489 2.3 -0.5 -0.1 -1.52
C -0.1656 1.7055 4.3842 -0.2 -0.4 -0.5 -1.50
H -4.8818 2.6558 -3.2242 -0.3 0.1 0.5 0.44
H -3.6337 2.0979 -4.2280 0.3 -0.4 0.4 0.27
H -3.2076 3.0093 -2.8147 0.6 0.7 0.5 0.36
H -4.1182 1.2223 -1.3253 0.4 0.3 1.2 0.08
H -4.6210 -0.4714 -3.7970 -0.5 0.8 1.0 0.24
H -5.8629 0.2791 -2.6792 -0.6 0.2 0.0 0.46
H -4.7108 -0.9607 -2.1244 -0.3 0.3 0.0 0.31
H -1.8582 -0.0103 -4.5187 0.4 0.1 1.5 0.20
H 0.4723 -0.7756 -4.6012 0.0 -0.5 -0.5 0.59
H 2.5280 -0.3461 -2.4512 0.0 0.1 0.4 0.08
H 1.7207 0.9781 -3.2761 0.1 0.4 -0.1 0.12
H 2.6797 -0.2677 -4.1657 0.2 0.4 -0.2 0.57
H 1.5239 -2.5365 -2.2864 0.2 0.1 -0.1 0.40
H 1.7009 -2.8101 -4.0424 0.3 -0.3 0.0 0.50
H 0.1181 -3.0220 -3.2157 0.8 0.6 -0.3 0.25
H 1.0467 -1.6314 -0.6265 0.1 0.2 -0.2 -1.13
H 4.6030 1.7362 0.0417 0.8 0.2 0.0 0.50
H 4.5656 -0.6338 0.9471 -0.3 0.2 -0.1 0.55
H 2.7927 -2.4557 -0.7218 0.4 0.0 -0.1 -0.10
H 4.4334 -2.8037 -0.0346 -0.5 0.1 0.0 0.48
H 4.2767 -1.5809 -1.2454 -0.1 0.1 -0.5 0.35
H 2.0349 -2.0653 1.8055 -0.8 -0.7 -0.3 0.10
H 2.5269 -0.6680 2.6623 0.2 0.2 -0.3 0.22
H 3.6470 -2.0132 2.4953 0.0 -0.3 0.2 0.57
H 3.8151 3.8436 -1.5203 -1.1 -0.2 0.1 0.18
H 0.7723 3.7411 -1.9428 0.6 0.5 -0.5 0.28
H 2.0652 3.4895 -3.1354 -0.2 -0.2 -0.4 0.28
H 1.7394 5.1184 -2.6040 0.1 0.6 0.2 0.41
H 1.6791 4.6464 0.4593 0.0 0.1 0.2 0.30
H 2.7756 5.7306 -0.3850 0.1 1.4 -0.4 0.46
H 3.4838 4.5226 0.7101 -1.3 0.4 -0.7 0.31
H -1.0240 -2.6471 3.5756 -0.5 0.0 0.5 0.44
H -1.1539 -3.9403 1.7100 -0.3 0.0 -0.4 0.57
H 1.2660 -3.4775 -0.0322 -0.2 -0.3 -0.2 0.34
H 0.4384 -5.0677 0.1515 0.1 0.4 0.2 0.50
H 1.2732 -4.2339 1.5105 -0.2 -0.2 0.2 0.30
H -0.8733 -3.0457 -1.2274 0.2 -0.2 0.2 0.02
H -2.2777 -2.6474 -0.3697 -1.0 0.7 0.4 0.36
H -1.8683 -4.3530 -0.5038 0.2 0.6 -0.1 0.52
H -1.9416 0.4437 4.5233 -0.2 0.4 -0.2 0.22
H 0.7160 -0.2190 5.6846 -1.1 -0.6 0.3 0.27
H -0.5823 -1.4814 5.5851 0.0 0.1 0.0 0.34
H -0.8089 -0.0581 6.5879 -0.4 0.4 0.2 0.40
H 0.8357 1.6215 3.9506 0.1 -0.1 0.4 0.34
H -0.1725 2.1873 5.3563 0.1 -0.1 0.2 0.41
H -0.6769 2.3586 3.7121 -0.5 0.6 -0.5 0.27
S -7.2493 2.4557 3.9349 0.2 -0.4 0.1 -0.52
C -5.8451 1.4888 4.1370 -1.2 -1.2 -1.0 -0.26
S -4.3880 2.2305 4.5692 0.9 0.0 0.3 -0.46
S -5.9406 -0.3144 3.7496 0.5 1.7 0.3 -0.54
```
Forces are in eV/Å.

Its total energy is -72564.5982 eV. For the frontier orbital gap, the calculation gives 4.03 eV. For the relative energy (zero: lowest compared OMol25 entry of this formula, charge and spin), the calculation gives 0.0 kJ/mol. Its charge is -2.

=====

2.
C28H46BO21PS | ωB97M-V with the def2-TZVPD basis set

```
98
Properties=species:S:1:pos:R:3:forces:R:3:mulliken_charge:R:1
B 2.4516 1.6733 -3.3630 0.1 0.0 0.1 0.46
P 2.3549 0.1148 -4.5156 -0.7 0.0 0.1 0.12
S 0.5711 -0.6698 -4.6856 0.2 0.1 0.0 -0.39
H 1.5537 1.8522 -2.6214 0.0 0.0 0.1 -0.13
H 3.3193 2.4763 -3.4777 0.1 -0.1 0.0 -0.06
H 3.4028 -0.7485 -4.1459 0.2 0.1 0.1 0.03
H 2.8739 0.6433 -5.7055 0.2 0.0 -0.2 0.08
C 5.2235 2.1354 -0.4353 0.0 0.0 0.0 -1.31
C 5.2351 0.6359 -0.4006 0.1 -0.1 0.0 0.49
C 6.1290 -0.0985 -1.3849 -0.1 0.1 0.0 -0.56
O 5.4082 -1.3275 -1.5988 0.0 0.0 0.0 -0.38
C 4.0991 -1.0859 -1.3586 0.0 0.2 0.1 0.44
O 3.1919 -1.8095 -1.6089 0.1 -0.4 -0.2 -0.41
O 3.9423 0.1352 -0.8069 -0.1 0.1 0.0 -0.12
H 4.3727 2.4937 0.1411 0.0 0.1 0.0 0.22
H 6.1322 2.5484 0.0013 0.0 0.0 0.0 0.44
H 5.1230 2.5217 -1.4487 0.0 0.0 0.0 0.27
H 5.4144 0.2632 0.6120 0.0 0.0 0.0 0.25
H 7.1256 -0.3221 -1.0179 0.0 -0.1 0.0 0.31
H 6.1903 0.4349 -2.3365 0.0 0.0 0.0 0.30
C 0.5528 5.1293 1.6827 0.0 0.0 -0.2 -1.07
C 2.0167 5.4524 1.5749 0.1 0.1 0.0 0.58
C 2.3846 6.8827 1.2177 0.0 -0.1 0.0 -0.55
O 3.6370 6.7158 0.5343 0.0 0.1 0.0 -0.35
C 3.6547 5.4773 -0.0030 -0.2 -0.1 0.1 0.55
O 4.4610 5.0722 -0.7763 0.2 0.1 -0.1 -0.52
O 2.6190 4.7467 0.4654 0.0 -0.1 0.1 -0.20
H 0.4036 4.0517 1.7312 0.0 0.1 0.1 -0.08
H 0.1437 5.5720 2.5906 0.0 0.0 0.0 0.40
H 0.0055 5.5152 0.8223 0.0 0.0 0.0 0.37
H 2.5536 5.1452 2.4768 0.0 0.0 0.0 0.25
H 2.5227 7.5425 2.0685 0.1 0.0 0.0 0.31
H 1.6651 7.3152 0.5191 0.0 0.0 0.0 0.32
C 0.3321 -0.4765 -0.8819 0.2 0.1 0.1 -1.10
C -0.6955 0.1170 0.0343 0.0 0.2 -0.3 0.91
C -1.3357 1.3879 -0.4924 0.0 0.0 0.2 -0.47
O -1.6493 2.0945 0.7341 0.0 0.0 0.0 -0.08
C -0.7859 1.6727 1.6830 -0.1 -0.1 -0.2 0.53
O -0.6780 2.1904 2.7580 0.0 0.0 0.2 -0.63
O -0.0838 0.6195 1.2638 -0.1 -0.1 0.0 -0.44
H 0.9300 -1.2305 -0.3814 -0.1 -0.1 0.0 0.15
H -0.1538 -0.9305 -1.7441 0.0 0.0 0.0 0.46
H 1.0092 0.3008 -1.2340 0.0 0.0 0.0 -0.05
H -1.4567 -0.6059 0.3261 0.0 -0.1 0.0 0.20
H -2.2361 1.2431 -1.0787 -0.1 0.0 0.1 0.41
H -0.6215 1.9916 -1.0553 0.0 0.0 0.0 0.08
C 0.1140 -6.1397 2.3490 -0.2 -0.1 0.1 -1.66
C 0.1187 -5.0287 1.3431 0.0 0.1 -0.1 0.97
C 0.2546 -3.6120 1.8667 0.0 0.0 -0.1 -0.62
O -0.4225 -2.8577 0.8506 0.0 0.0 0.3 -0.14
C -1.3467 -3.6649 0.2746 0.1 0.0 0.0 0.54
O -2.1935 -3.2780 -0.4650 -0.1 0.0 0.0 -0.56
O -1.1643 -4.9373 0.6657 0.1 -0.1 0.0 -0.39
H -0.1906 -7.0662 1.8635 0.1 0.0 0.0 0.33
H 1.1178 -6.2811 2.7435 0.0 0.0 0.0 0.36
H -0.5799 -5.9471 3.1691 0.0 0.1 0.0 0.44
H 0.8747 -5.2135 0.5783 0.0 0.0 0.0 0.06
H 1.2801 -3.2639 1.9484 0.0 0.0 -0.1 0.34
H -0.2682 -3.4704 2.8156 0.0 0.0 0.0 0.28
C 0.8708 -8.3180 -2.9213 -0.1 0.0 0.1 -1.45
C 2.1163 -7.9762 -2.1542 0.1 0.0 0.1 0.43
C 2.8976 -9.1345 -1.5568 -0.1 0.0 0.0 -0.52
O 3.5082 -8.5308 -0.4052 0.0 -0.1 0.0 -0.37
C 2.7359 -7.4926 -0.0232 -0.1 0.0 -0.1 0.65
O 2.8566 -6.8800 0.9887 0.1 0.0 0.1 -0.48
O 1.7929 -7.2379 -0.9536 0.0 0.0 -0.1 -0.25
H 0.2885 -7.4185 -3.1123 0.0 0.0 0.0 0.36
H 1.1386 -8.7646 -3.8786 0.0 0.0 0.0 0.39
H 0.2500 -9.0191 -2.3630 0.0 0.0 0.0 0.35
H 2.7816 -7.3424 -2.7466 0.0 0.0 0.0 0.28
H 3.6688 -9.5440 -2.2015 0.1 0.1 0.0 0.30
H 2.2304 -9.9294 -1.2162 0.0 0.0 0.0 0.31
C -7.0026 4.3779 -1.4741 0.0 0.1 -0.1 -1.40
C -6.0462 3.2438 -1.7081 0.2 -0.1 0.0 0.61
C -4.5944 3.4754 -1.3281 0.0 0.0 -0.1 0.00
O -3.8971 2.6326 -2.2660 -0.1 0.1 0.1 -0.21
C -4.6805 2.4939 -3.3679 0.0 0.1 0.1 0.57
O -4.3202 2.0152 -4.3917 0.0 -0.1 -0.1 -0.56
O -5.9113 2.9854 -3.1269 -0.1 0.0 0.0 -0.39
H -7.9480 4.1790 -1.9769 0.0 0.0 0.0 0.37
H -7.1851 4.4838 -0.4083 0.0 0.0 0.1 0.35
H -6.5953 5.3120 -1.8637 0.0 0.0 0.0 0.35
H -6.4065 2.3222 -1.2445 0.0 0.0 0.0 0.26
H -4.3386 3.1906 -0.3134 0.0 -0.1 0.0 -0.21
H -4.2969 4.5104 -1.5131 0.0 0.0 0.0 0.28
C -4.0554 0.7830 5.0328 -0.2 0.0 0.0 -1.56
C -3.8897 1.8057 3.9458 0.1 0.1 -0.1 1.34
C -3.8353 3.2595 4.3716 0.0 -0.1 0.0 -0.44
O -4.3545 3.9299 3.2131 0.0 0.1 0.1 -0.32
C -5.1502 3.0658 2.5523 0.1 -0.1 0.0 0.66
O -5.8463 3.3608 1.6309 -0.1 0.1 -0.1 -0.57
O -5.0442 1.8293 3.0694 0.0 -0.1 0.0 -0.37
H -4.2930 -0.1884 4.6030 0.0 0.0 0.0 0.37
H -3.1254 0.6951 5.5939 0.0 0.0 0.0 0.39
H -4.8593 1.0628 5.7147 0.0 0.0 0.0 0.37
H -3.0235 1.5838 3.3194 0.0 0.0 0.0 -0.48
H -2.8358 3.6250 4.5844 0.0 0.0 -0.1 0.26
H -4.5040 3.4558 5.2135 0.0 0.0 0.0 0.34
```
Forces are in eV/Å.

Its total energy is -93581.4904 eV. For the frontier orbital gap, the calculation gives 7.46 eV. For the relative energy (zero: lowest compared OMol25 entry of this formula, charge and spin), the calculation gives 0.0 kJ/mol. Its charge is 0. Its SMILES is C[C@@H]1COC(=O)O1.C[C@@H]1COC(=O)O1.C[C@@H]1COC(=O)O1.C[C@@H]1COC(=O)O1.C[C@@H]1COC(=O)O1.C[C@@H]1COC(=O)O1.C[C@@H]1COC(=O)O1.B[PH2]=S.

=====

3.
C28H46Br2Cl2N3O5P2 | ωB97M-V with the def2-TZVPD basis set

```
88
Properties=species:S:1:pos:R:3:forces:R:3:mulliken_charge:R:1
C 3.5124 -4.5954 3.8760 -0.3 1.1 0.1 -1.34
C 3.9925 -3.5564 2.8659 -0.8 0.2 0.2 0.52
C 5.3818 -2.9346 2.9180 0.0 -1.2 -1.0 -1.27
C 3.1534 -3.1776 1.8628 1.3 -0.2 -0.4 -0.30
C 3.6597 -3.2523 0.4064 -0.7 1.0 0.7 -0.56
C 2.4430 -3.5568 -0.4970 -0.2 2.0 -0.2 -1.15
C 1.9147 -2.1892 -1.0607 1.2 -0.5 -0.4 2.17
C 2.8708 -1.7781 -2.2059 -0.3 -0.1 0.2 -1.85
C 0.4699 -2.2835 -1.5854 0.1 -0.4 0.1 -2.11
C -0.5963 -1.7192 -0.6413 -0.3 0.1 0.0 -0.36
C -0.2158 -0.3757 -0.0181 0.4 -1.4 0.6 -0.58
O 0.4750 0.5197 -0.8543 -0.7 0.6 0.5 -0.22
C -0.1925 1.7500 -1.1190 0.2 -1.1 -2.8 0.28
C -1.3394 1.4991 -2.1245 -0.5 -0.2 0.1 -0.26
C -1.0147 0.4547 -3.2333 -0.8 0.7 0.1 -0.13
C -1.6070 0.8399 -4.5982 0.6 -1.1 -0.1 -0.95
Cl -3.3382 1.2645 -4.4837 0.3 0.2 0.0 -0.17
P 1.1708 2.8609 -1.9195 0.4 1.6 0.9 0.20
O 2.4731 1.8736 -1.9132 -0.6 0.0 -0.2 -0.40
Cl 0.7011 3.1886 -3.9037 0.1 -0.6 0.2 -0.25
N -0.5223 2.3787 0.1595 0.1 -0.2 0.7 1.33
C -1.0408 3.7304 0.2993 0.9 1.1 0.4 -0.59
P -2.3418 4.3736 -0.8187 -1.4 0.2 -0.2 0.29
O -3.4609 3.4814 -1.0381 0.0 -0.7 0.1 -0.39
O -2.8700 5.7130 -0.0649 1.5 -0.3 -0.6 -0.55
O -1.6316 4.8930 -2.1651 0.1 0.2 0.9 -0.43
C -0.7191 1.4676 1.1584 -0.9 -0.2 -1.5 -1.14
N -0.2797 1.6131 2.3807 -0.4 0.8 0.4 0.02
C 0.4872 2.7377 2.9148 1.0 0.0 0.6 -0.63
Br 0.4377 2.5408 4.8726 -0.3 0.0 -0.3 -0.08
C 2.0015 2.7036 2.5273 0.0 -0.8 0.4 -0.01
C 2.4798 1.3336 2.0318 0.1 0.4 -0.8 -1.01
Br 2.4684 4.1502 1.3091 -0.1 -0.2 0.1 -0.09
N -1.3431 0.2985 0.7231 1.3 0.3 0.6 1.85
C -1.9001 -0.5387 1.7884 -0.1 -0.8 0.6 -1.37
C -3.1262 -1.3741 1.3592 0.2 0.3 -0.2 -1.54
C -4.0183 -0.6919 0.3460 0.3 -0.5 0.4 0.73
C -4.4595 0.6098 0.4395 0.6 0.0 0.9 0.14
C -5.2933 1.1129 -0.5198 -0.8 1.5 0.1 -0.59
C -5.7217 0.3618 -1.5774 -0.3 -0.5 -1.0 -0.47
C -5.2737 -0.9350 -1.6949 -0.2 -0.3 -0.4 -0.77
C -4.4382 -1.4390 -0.7303 0.3 -1.1 -0.2 -0.42
H 2.7670 -4.1615 4.5576 0.3 -0.2 0.3 0.28
H 4.3483 -5.0567 4.4052 -0.1 0.3 0.2 0.42
H 3.0039 -5.3773 3.3137 0.1 0.0 0.1 0.33
H 5.9067 -3.1608 3.8466 0.0 0.0 -0.1 0.45
H 5.2746 -1.8595 2.7759 0.1 0.0 0.2 0.19
H 5.9774 -3.2919 2.0636 0.2 0.0 0.3 0.30
H 2.1526 -2.7767 2.0406 -0.5 -1.5 -0.1 0.22
H 4.4023 -4.0410 0.2822 0.1 0.2 0.3 0.51
H 4.0988 -2.2754 0.1633 0.2 -0.3 -0.6 0.35
H 2.7146 -4.1467 -1.3748 -0.2 -0.4 0.3 0.48
H 1.6081 -3.9715 0.0766 0.4 -0.6 -0.1 0.46
H 2.0752 -1.4640 -0.2530 -0.5 0.1 -0.1 -0.71
H 2.5453 -0.8486 -2.6824 0.1 -0.1 0.0 0.33
H 3.8977 -1.6409 -1.8602 -0.1 0.0 0.1 0.34
H 2.8960 -2.6053 -2.9248 -0.1 0.3 -0.2 0.49
H 0.2430 -3.3525 -1.6960 0.0 0.1 -0.1 0.57
H 0.4080 -1.8870 -2.6007 -0.1 0.3 0.2 0.52
H -1.6009 -1.6760 -1.0778 0.2 0.1 -0.2 -0.17
H -0.6786 -2.4228 0.1980 0.0 0.2 0.0 0.59
H 0.5009 -0.6387 0.7851 0.0 0.2 -0.2 0.13
H -2.2156 1.1334 -1.5775 0.1 0.2 0.0 -0.75
H -1.6878 2.3956 -2.6442 0.3 0.2 0.4 1.05
H 0.0572 0.2740 -3.3394 -0.1 -0.1 0.0 -0.04
H -1.5632 -0.4506 -2.9638 0.6 -0.2 0.1 0.20
H -1.0144 1.5762 -5.1349 -0.4 0.4 0.2 0.36
H -1.5693 -0.0725 -5.1995 -0.1 0.2 -0.1 0.51
H 3.2468 2.4540 -1.8674 0.1 -0.2 0.0 0.36
H -1.4712 3.8554 1.2983 -0.2 -0.2 -0.2 0.58
H -0.2107 4.4560 0.2778 -0.1 -0.1 -0.1 0.34
H -2.2339 6.4204 -0.2569 -0.4 0.4 0.5 0.32
H -1.5791 5.8586 -2.1739 0.2 -0.1 -0.5 0.33
H -0.4403 0.8701 3.0528 -0.2 0.0 -0.2 0.55
H 0.0504 3.7134 2.7303 -0.1 -0.2 -0.2 0.48
H 2.5698 2.9016 3.4316 -0.1 0.4 -0.1 0.62
H 3.5649 1.2740 2.1292 -0.1 0.0 0.1 0.55
H 2.2639 1.2225 0.9620 -0.1 -0.1 0.1 0.04
H 2.0199 0.5026 2.5724 0.1 0.1 0.1 0.17
H -2.1950 0.0846 2.6397 -0.1 0.2 -0.3 0.91
H -1.1452 -1.2432 2.1823 0.0 0.2 -0.1 0.09
H -2.7895 -2.3208 0.9317 0.0 0.1 0.0 0.41
H -3.6788 -1.6382 2.2677 0.1 0.1 -0.1 0.51
H -4.1399 1.2157 1.2848 -0.1 0.1 -0.1 0.32
H -5.6633 2.1298 -0.4482 0.2 0.0 0.1 0.27
H -6.3900 0.7520 -2.3360 0.0 0.2 0.2 0.44
H -5.5607 -1.5879 -2.5117 -0.1 0.2 0.0 0.40
H -4.1142 -2.4750 -0.8176 0.0 0.1 0.0 0.35
```
Forces are in eV/Å.

Its total energy is -228191.9541 eV. For the frontier orbital gap, the calculation gives 6.19 eV. For the relative energy (zero: lowest compared OMol25 entry of this formula, charge and spin), the calculation gives 86.9 kJ/mol. Its charge is +1. Its SMILES is CC(C)=CCC[C@@H](C)CC[C@H]1O[C@](CCCCl)(P(O)Cl)N(CP(=O)(O)O)C(N[C@@H](Br)[C@@H](C)Br)=[N+]1CCc1ccccc1.

=====

- Look up the frontier orbital gap of the third one.
  6.19 eV